## P
Density functional theory data (wB97M-V/def2-TZVPD) for a structure of composition C6H12N2.

```
20
Properties=species:S:1:pos:R:3
C 1.05 0.16 -1.33
C 0.29 -1.83 -0.16
C -1.60 1.45 -0.44
N 0.33 -0.36 -0.16
C 0.76 0.20 1.22
C -0.53 0.44 1.71
C -1.35 0.33 0.54
N 1.97 0.28 1.63
H 2.63 -0.21 1.03
H -0.85 0.37 2.73
H -2.20 -0.37 0.56
H 0.50 -0.08 -2.23
H 1.17 1.24 -1.24
H 2.05 -0.29 -1.40
H -0.16 -2.19 -1.08
H 1.31 -2.23 -0.08
H -0.29 -2.16 0.70
H -0.77 2.15 -0.47
H -2.47 2.00 -0.08
H -1.84 1.09 -1.44
```

Summary:
- E_HOMO (eV) = -6.887
- multiplicity = 1
- HOMO-LUMO gap (eV) = 7.624
- lowest unoccupied orbital energy (eV) = 0.74

## Q
Density functional theory data (wB97M-V/def2-TZVPD) for a cluster of 2 separate species, C6H12N2 in total.

```
20
Properties=species:S:1:pos:R:3
C -0.68 1.55 1.28
C 0.45 1.08 0.88
C -0.68 0.18 0.65
C 1.95 1.29 0.90
C -1.12 -1.14 1.46
C -1.37 0.25 -1.69
N 0.70 -1.16 -1.84
N -0.62 -0.90 -2.13
H -1.26 2.21 1.72
H 2.44 0.30 0.79
H 2.24 1.72 1.89
H 2.31 1.92 -0.01
H -0.32 -1.48 2.11
H -1.28 -1.90 0.73
H -2.07 -0.99 2.06
H -2.46 0.18 -1.62
H -0.87 1.21 -1.93
H 0.94 -1.27 -0.76
H 1.36 -0.40 -2.22
H -1.17 -1.72 -2.12
```

Summary:
- E_HOMO (alpha / beta) (eV) = -6.280 / -6.280
- multiplicity = 1
- HOMO-LUMO gap (alpha / beta) (eV) = 7.145 / 7.148
- lowest unoccupied orbital energy (alpha / beta) (eV) = 0.87 / 0.87

Pick the most stable structure from those above. Pick: P